# 1
C36H23Cl72F9IN3O5PS2 as an isolated structure, computed with wB97M-V/def2-TZVPD.

Output
**Net charge**: +1
**HOMO-LUMO gap**: 0.2675 Ha
**E_LUMO**: -0.131 hartree
**Multiplicity**: 1

Atoms and positions in Å:
C -7.500 6.979 -1.977
C -7.277 7.655 -0.843
C -7.461 7.028 0.495
O -8.390 7.413 1.180
O -6.633 6.037 0.930
C -5.258 6.215 0.541
C -4.408 5.470 1.550
C -2.980 5.285 1.013
C -2.487 3.842 1.274
C -1.043 3.843 1.810
C -0.648 2.414 2.230
C -0.205 1.510 1.084
C -0.376 0.071 1.606
N 0.961 -0.562 1.381
S 0.821 -2.234 1.110
O -0.229 -2.625 1.980
O 0.617 -2.573 -0.257
C 2.365 -3.015 1.829
F 3.341 -2.080 1.894
F 2.054 -3.339 3.078
C 2.769 -4.346 1.106
F 1.612 -4.969 0.777
F 3.375 -5.116 2.024
C 3.652 -4.263 -0.148
F 3.023 -3.603 -1.142
F 4.825 -3.651 0.114
C 3.994 -5.696 -0.701
F 4.751 -5.491 -1.796
F 4.733 -6.403 0.152
F 2.896 -6.333 -1.091
C 1.639 0.247 0.520
N 2.607 -0.088 -0.289
C 3.263 0.790 -1.246
C 2.810 0.495 -2.681
O 1.793 -0.081 -2.949
I 4.248 1.156 -4.167
N 1.207 1.554 0.593
P 2.289 2.586 1.505
S 3.022 1.758 3.081
H -7.110 5.990 -2.169
H -8.106 7.481 -2.725
H -6.922 8.692 -0.835
H -5.124 5.784 -0.451
H -4.970 7.264 0.508
H -4.410 6.036 2.476
H -4.907 4.519 1.710
H -2.965 5.470 -0.056
H -2.299 5.969 1.508
H -2.490 3.265 0.353
H -3.104 3.379 2.038
H -0.394 4.204 1.018
H -1.028 4.469 2.698
H -1.566 1.973 2.605
H 0.051 2.402 3.063
H -0.895 1.585 0.249
H -0.485 0.087 2.684
H -1.232 -0.481 1.241
H 2.950 -1.040 -0.247
H 4.311 0.527 -1.254
H 3.158 1.837 -1.010
H 1.553 3.744 1.756
H 3.318 2.976 0.637
C 7.526 -2.587 -4.007
Cl 6.452 -1.307 -4.593
Cl 9.196 -2.206 -4.421
Cl 7.372 -2.698 -2.250
Cl 7.079 -4.122 -4.753
C 4.706 5.400 2.995
Cl 5.186 4.546 1.513
Cl 2.975 5.772 2.916
Cl 5.029 4.375 4.391
Cl 5.610 6.902 3.130
C 13.086 -1.302 -5.500
Cl 13.648 0.283 -4.962
Cl 14.391 -2.142 -6.334
Cl 12.576 -2.250 -4.096
Cl 11.718 -1.096 -6.601
C 2.131 -10.252 -1.389
Cl 0.824 -9.417 -2.231
Cl 3.214 -9.030 -0.714
Cl 1.462 -11.236 -0.086
Cl 3.012 -11.282 -2.517
C 2.513 8.328 -0.123
Cl 2.478 9.506 1.186
Cl 1.505 6.935 0.319
Cl 1.882 9.053 -1.600
Cl 4.168 7.778 -0.385
C -7.190 7.470 -6.356
Cl -7.863 8.993 -6.936
Cl -5.487 7.359 -6.817
Cl -7.326 7.402 -4.579
Cl -8.083 6.120 -7.060
C -2.285 -9.714 0.642
Cl -2.421 -10.488 -0.937
Cl -3.843 -8.988 1.080
Cl -1.844 -10.921 1.848
Cl -1.049 -8.451 0.585
C -3.374 -14.239 3.941
Cl -3.786 -15.953 3.867
Cl -4.212 -13.373 2.650
Cl -3.860 -13.582 5.502
Cl -1.626 -14.044 3.739
C 8.114 2.012 -2.221
Cl 8.807 3.051 -0.976
Cl 6.661 1.218 -1.567
Cl 7.658 2.990 -3.621
Cl 9.277 0.793 -2.700
C -9.260 7.407 4.762
Cl -7.521 7.605 4.499
Cl -9.837 6.003 3.868
Cl -9.564 7.175 6.488
Cl -10.105 8.852 4.206
C -2.924 -6.414 -2.820
Cl -1.652 -5.244 -2.424
Cl -2.246 -7.693 -3.834
Cl -3.551 -7.119 -1.330
Cl -4.220 -5.591 -3.687
C 5.320 0.645 -8.401
Cl 3.597 0.392 -8.112
Cl 6.018 1.529 -7.028
Cl 6.130 -0.912 -8.555
Cl 5.547 1.586 -9.870
C -5.034 10.895 -3.195
Cl -6.315 11.503 -4.236
Cl -4.412 12.200 -2.183
Cl -5.692 9.604 -2.164
Cl -3.727 10.236 -4.184
C -5.761 -1.459 -2.928
Cl -6.866 -2.766 -3.358
Cl -4.161 -2.130 -2.598
Cl -5.654 -0.312 -4.266
Cl -6.362 -0.631 -1.488
C 0.440 3.966 -3.170
Cl 0.380 5.155 -1.871
Cl -0.505 2.538 -2.730
Cl -0.207 4.653 -4.655
Cl 2.133 3.510 -3.427
C -7.219 -12.718 8.058
Cl -8.792 -12.344 8.762
Cl -5.941 -12.263 9.187
Cl -7.125 -14.454 7.725
Cl -7.019 -11.821 6.550
C 7.804 10.024 4.813
Cl 7.267 9.294 6.327
Cl 8.233 11.711 5.086
Cl 9.207 9.146 4.198
Cl 6.494 9.935 3.625
C -2.802 -15.865 8.604
Cl -4.480 -15.439 8.240
Cl -2.759 -17.041 9.921
Cl -2.041 -16.558 7.168
Cl -1.928 -14.406 9.086



# 2
C36H24Cl5NOP2PtTe as an isolated structure, computed with wB97M-V/def2-TZVPD.

Output
**Energy relative to the best compared isomer or geometry (same formula, charge and spin)**: 0.000 eV
**HOMO-LUMO gap**: 0.2914 Ha
**E_LUMO**: 0.002 hartree
**Multiplicity**: 1

Atoms and positions in Å:
Pt 1.088 0.943 -1.165
Cl 6.148 5.702 -2.664
C 4.660 4.863 -2.453
C 4.644 3.478 -2.353
Cl 6.104 2.572 -2.447
C 3.435 2.823 -2.174
Cl 3.399 1.075 -2.040
C 2.199 3.480 -2.095
O 1.064 2.867 -1.955
C 2.251 4.887 -2.195
Cl 0.757 5.732 -2.079
C 3.450 5.561 -2.370
Cl 3.455 7.277 -2.479
Te -2.453 -2.363 -0.460
C -2.703 -3.024 1.549
C -2.143 -4.221 1.977
C -2.248 -4.573 3.317
N -2.860 -3.824 4.231
C -3.414 -2.689 3.810
C -3.372 -2.253 2.493
C -0.972 -0.978 -0.160
P -0.997 0.743 -0.388
C -1.169 1.722 1.125
C -1.711 1.142 2.266
C -1.818 1.882 3.435
C -1.376 3.198 3.464
C -0.824 3.775 2.326
C -0.717 3.040 1.156
C -2.315 1.295 -1.489
C -3.422 1.988 -1.015
C -4.453 2.321 -1.883
C -4.374 1.972 -3.222
C -3.263 1.287 -3.701
C -2.237 0.949 -2.837
P 0.751 -1.146 -0.391
C 1.178 -2.512 -1.497
C 1.861 -3.641 -1.061
C 2.117 -4.680 -1.947
C 1.694 -4.593 -3.264
C 1.015 -3.462 -3.704
C 0.758 -2.426 -2.824
C 1.605 -1.483 1.173
C 2.801 -0.850 1.491
C 3.407 -1.083 2.719
C 2.817 -1.946 3.631
C 1.618 -2.575 3.321
C 1.012 -2.341 2.097
H -1.615 -4.867 1.286
H -1.811 -5.501 3.672
H -3.922 -2.096 4.564
H -3.857 -1.326 2.214
H -2.012 0.102 2.242
H -2.233 1.428 4.326
H -1.450 3.773 4.379
H -0.470 4.798 2.353
H -0.285 3.487 0.264
H -3.480 2.270 0.029
H -5.316 2.858 -1.512
H -5.178 2.236 -3.898
H -3.197 1.024 -4.749
H -1.363 0.421 -3.204
H 2.197 -3.710 -0.034
H 2.649 -5.559 -1.604
H 1.895 -5.405 -3.951
H 0.688 -3.392 -4.733
H 0.229 -1.541 -3.161
H 3.254 -0.163 0.786
H 4.335 -0.583 2.965
H 3.287 -2.120 4.592
H 1.147 -3.238 4.037
H 0.060 -2.805 1.868